No. 1
{"formula": "C3H7NO2", "method": "ωB97M-V with the def2-TZVPD basis set", "e_above_lowest_ev": 2.307, "homo_energy_ev": -9.374, "e_tot_ev": -8808.222, "lumo_ev": 0.7139, "orbital_gap_ha": 0.371, "species": ["O", "C", "N", "C", "C", "O", "H", "H", "H", "H", "H", "H", "H"], "coordinates": [[0.191780, -1.649714, -2.712112], [0.016966, -1.673381, -1.451771], [0.198863, -0.394052, -0.878367], [0.370137, -0.193022, 0.575408], [0.076677, 1.319817, 0.887039], [-1.307611, 1.468346, 0.756543], [-0.390922, -2.523160, -0.881310], [0.340686, 0.255602, -1.686689], [-0.155382, -0.923806, 1.134057], [1.434790, -0.299102, 0.978702], [0.544263, 1.607533, 1.768858], [0.424344, 2.063071, 0.077643], [-1.744592, 0.941868, 1.432000]], "forces_ev_per_a": [[-0.76, -1.55, 3.47], [0.66, 3.71, -4.05], [-0.35, -2.96, 0.26], [3.18, 2.91, -1.23], [-0.91, -1.18, -3.57], [-1.02, 0.78, 0.81], [0.46, 0.26, 0.07], [0.20, -0.35, 1.74], [-1.20, -0.34, 0.48], [-0.75, -0.31, -1.10], [0.35, 0.60, 2.08], [0.23, -1.58, 1.02], [-0.11, 0.03, 0.02]]}

=====

No. 2
{"formula": "C4H14NO3", "method": "ωB97M-V with the def2-TZVPD basis set", "e_above_lowest_ev": 0.832, "total_charge": -1, "homo_energy_ev": -4.384, "e_tot_ev": -12008.064, "lumo_ev": 3.7478, "orbital_gap_ha": 0.299, "species": ["C", "O", "C", "C", "C", "N", "H", "H", "H", "H", "H", "H", "H", "H", "H", "H", "H", "H", "O", "H", "H", "O"], "coordinates": [[0.672123, 0.270219, 0.823036], [-0.276119, -0.542066, 0.214352], [1.610704, 0.914992, -0.251626], [1.295121, 2.375701, -0.610439], [0.036577, 2.582024, -1.443903], [-1.225606, 2.266607, -0.720065], [0.225509, 1.034480, 1.484583], [1.351137, -0.387081, 1.394171], [2.593081, 0.927509, 0.240326], [1.629406, 0.248205, -1.109187], [1.146816, 2.929304, 0.328811], [2.181244, 2.817789, -1.070291], [0.006352, 1.889281, -2.298725], [-0.030882, 3.633091, -1.693422], [-1.091890, 1.559173, -0.016976], [-1.916351, 1.980905, -1.384904], [-0.764957, -3.975937, -0.651034], [-0.609275, -3.659688, 0.782511], [-0.521232, -4.443518, 0.172247], [-0.597496, -1.503620, 0.831414], [-1.481762, -1.734368, 2.217196], [-1.192360, -2.350174, 1.529778]], "forces_ev_per_a": [[0.52, -1.37, -1.18], [-0.17, 0.36, -0.16], [-0.22, 0.69, 1.42], [-0.39, -0.50, 0.38], [-0.86, -0.95, 0.44], [0.73, 1.27, 0.54], [0.24, 0.08, 0.07], [-0.15, 0.31, 0.52], [0.15, -0.04, -0.41], [0.02, -0.01, -0.12], [0.06, -0.04, -0.05], [-0.17, 0.14, -0.36], [0.72, 0.63, -0.33], [0.13, 0.21, -0.69], [-0.14, -0.58, -0.27], [-0.26, -0.41, -0.01], [0.20, -0.62, 0.40], [-0.21, -0.63, 0.35], [-0.02, 0.82, -0.78], [-0.49, 0.44, 0.14], [0.04, -0.50, -0.12], [0.27, 0.70, 0.24]]}

=====

No. 3
{"formula": "C6H14N2O", "method": "ωB97M-V with the def2-TZVPD basis set", "e_above_lowest_ev": 2.162, "homo_energy_ev": -8.792, "e_tot_ev": -11475.608, "lumo_ev": 0.6674, "orbital_gap_ha": 0.348, "species": ["C", "C", "O", "N", "C", "C", "H", "H", "H", "H", "H", "H", "H", "H", "H", "H", "N", "C", "C", "H", "H", "H", "H"], "coordinates": [[0.511964, 1.166502, 1.586352], [-0.045045, 1.337918, 0.197151], [0.343434, 2.241438, -0.529450], [-1.057618, 0.391399, -0.263757], [-1.765814, 0.831544, -1.469041], [-1.931930, -0.259135, 0.714730], [0.512830, 2.137377, 2.092861], [-0.003587, 0.463871, 2.238271], [1.542640, 0.818112, 1.509672], [-2.428443, 1.667082, -1.230945], [-2.355457, 0.002705, -1.866562], [-1.045441, 1.153115, -2.223478], [-1.327182, -0.797243, 1.445777], [-2.543615, 0.483247, 1.234262], [-2.585340, -0.976190, 0.212415], [2.066987, 0.308955, -2.106412], [2.473300, -0.369841, -1.449777], [1.541654, -0.983717, -0.817176], [1.891468, -2.026676, 0.206079], [0.326545, -0.720060, -0.892283], [2.611954, -1.642467, 0.933752], [2.283503, -2.926880, -0.273410], [0.983194, -2.301057, 0.750970]], "forces_ev_per_a": [[0.06, -0.14, 0.38], [-1.40, -0.05, -0.93], [-0.44, -1.17, 0.62], [0.51, 1.75, 0.62], [0.32, -0.06, 0.09], [0.46, 0.19, 0.06], [0.09, -0.11, -0.27], [-0.10, 0.03, -0.21], [0.07, 0.15, -0.12], [-0.07, 0.06, -0.16], [0.08, 0.05, 0.08], [-0.13, -0.01, 0.14], [-0.21, -0.04, -0.07], [-0.18, -0.11, 0.10], [0.15, 0.13, -0.01], [0.15, -0.17, 0.29], [-1.19, -0.36, 0.23], [-1.56, 0.94, -0.71], [-0.45, 0.00, 0.23], [3.55, -0.96, -0.24], [0.09, -0.10, -0.22], [0.08, 0.11, 0.07], [0.13, -0.12, 0.02]]}

=====

No. 4
{"formula": "C5H7FOS", "method": "ωB97M-V with the def2-TZVPD basis set", "e_above_lowest_ev": 6.939, "homo_energy_ev": -9.205, "e_tot_ev": -20891.139, "lumo_ev": 0.6444, "orbital_gap_ha": 0.362, "species": ["F", "C", "C", "C", "O", "C", "C", "S", "H", "H", "H", "H", "H", "H", "H"], "coordinates": [[-1.123138, 0.237841, -1.412964], [-0.476439, -0.498374, -0.412858], [-1.674593, -1.160283, 0.244239], [-0.560128, -0.200170, 1.012830], [-0.358798, 1.228050, 1.215694], [0.583398, 1.575673, -0.151748], [0.851531, 0.111364, -0.778043], [2.400566, -0.580375, -0.097299], [-2.784209, -1.149702, -0.194975], [-1.663601, -2.155708, 0.678186], [0.142867, -1.005767, 1.438917], [0.070704, 2.066836, -1.156292], [1.584115, 2.247497, 0.118988], [0.879615, 0.161305, -1.812376], [2.128106, -0.878192, 1.307698]], "forces_ev_per_a": [[-2.25, 1.42, -0.19], [-0.19, -0.32, -0.89], [-0.64, -1.55, 0.96], [-1.86, 0.96, -0.37], [1.33, -1.57, -3.06], [0.51, 0.61, -1.33], [2.08, -0.05, 3.53], [0.06, -0.85, 1.35], [2.80, 1.22, 0.62], [0.66, 0.08, 0.28], [-1.10, 1.74, 0.09], [0.45, -0.41, 3.52], [-2.87, -2.17, -0.26], [1.01, 0.12, -1.91], [0.01, 0.76, -2.36]]}

=====

No. 5
{"formula": "C9H14", "method": "ωB97M-V with the def2-TZVPD basis set", "e_above_lowest_ev": 1.050, "total_charge": 1, "homo_energy_ev": [-14.504, -14.502], "e_tot_ev": -9550.391, "lumo_ev": [-4.9109, -8.6138], "multiplicity": 2, "orbital_gap_ha": [0.353, 0.216], "species": ["C", "C", "C", "C", "C", "C", "C", "H", "H", "H", "H", "H", "H", "H", "H", "C", "C", "H", "H", "H", "H", "H", "H"], "coordinates": [[0.781404, 1.819988, 0.827324], [0.662388, 0.046752, -3.119559], [-0.414659, 0.801150, -2.702755], [1.824280, -0.037689, -2.382295], [-0.450880, 1.322078, -1.356292], [1.842745, 0.609831, -1.075297], [0.714467, 1.227078, -0.580654], [0.562228, -0.360290, -4.128054], [-1.093022, 1.108064, -3.485782], [2.616699, -0.679372, -2.742359], [-1.406139, 1.688418, -1.014026], [2.761824, 0.562846, -0.535805], [1.114472, 2.884128, 0.792200], [1.749587, 1.456110, 1.151023], [-0.089609, 1.561923, 1.424399], [-0.774763, -2.083666, 2.675109], [-2.041165, -1.439046, 2.038921], [-0.959848, -2.309507, 3.727595], [-0.444111, -2.980404, 2.152265], [-0.026159, -1.285540, 2.631584], [-2.885560, -2.132654, 2.065375], [-1.793220, -1.227169, 0.989971], [-2.250954, -0.553039, 2.647114]], "forces_ev_per_a": [[1.62, 0.34, -1.42], [0.22, -0.28, -1.17], [0.77, 0.50, 0.19], [-1.28, -0.26, 0.37], [0.76, -0.84, -0.45], [-0.26, -0.55, -1.70], [-1.16, 1.26, 1.07], [0.47, -0.10, 0.36], [-0.65, -0.11, 0.37], [0.35, 0.36, 0.12], [0.13, 0.37, 0.41], [0.34, 0.01, 0.58], [-1.35, -0.30, -0.09], [-0.30, -0.74, 1.18], [0.31, 0.30, 0.22], [-0.72, 0.80, -0.12], [0.88, -0.91, 0.43], [0.12, -0.11, -0.13], [0.07, 0.10, 0.05], [0.38, -0.47, 0.11], [0.00, 0.26, -0.03], [-0.38, 0.35, 0.22], [-0.31, 0.02, -0.55]]}

=====

No. 6
{"formula": "C4H7N4", "method": "ωB97M-V with the def2-TZVPD basis set", "e_above_lowest_ev": 6.071, "total_charge": 1, "homo_energy_ev": [-14.075, -14.074], "e_tot_ev": -10209.151, "lumo_ev": [-7.1754, -7.1783], "orbital_gap_ha": [0.254, 0.253], "species": ["C", "N", "N", "C", "N", "C", "N", "C", "H", "H", "H", "H", "H", "H", "H"], "coordinates": [[0.305288, 1.875722, -0.050234], [1.438255, 1.559292, 0.308260], [2.249516, 0.651021, 0.381004], [2.332087, -0.594220, -0.223427], [1.296824, -1.297190, -0.409595], [0.178938, -1.401233, 0.395415], [-0.656099, -0.275579, 0.616682], [-0.706466, 0.729929, -0.277792], [0.098641, 2.881254, -0.436575], [3.138265, -0.813794, -0.895122], [-0.412399, -2.223596, -0.084848], [0.499385, -1.753585, 1.415469], [-0.940085, -0.232639, 1.558923], [-1.635133, 1.168655, -0.333844], [-0.546650, 0.485759, -1.328580]], "forces_ev_per_a": [[-0.69, 1.91, -1.33], [2.75, -2.88, -1.10], [-0.88, 2.07, 3.59], [-1.19, 0.53, -4.25], [1.93, -0.64, 1.13], [-1.38, -2.13, 0.83], [0.80, -1.57, -0.18], [-0.05, 0.93, 0.09], [0.16, -0.34, 0.19], [1.12, 0.24, 0.45], [0.21, 0.43, 0.58], [-0.16, -0.07, -1.04], [-0.91, 0.75, 0.72], [-2.29, 1.30, 0.38], [0.59, -0.54, -0.04]]}

=====

No. 7
{"formula": "C2H2F2", "method": "ωB97M-V with the def2-TZVPD basis set", "e_above_lowest_ev": 1.107, "homo_energy_ev": -10.166, "e_tot_ev": -7539.431, "lumo_ev": 1.1522, "orbital_gap_ha": 0.416, "species": ["F", "C", "C", "F", "H", "H"], "coordinates": [[0.387068, -0.956613, 1.443095], [-0.015028, -0.629276, 0.145957], [0.021062, 0.676804, -0.301382], [-0.317723, 1.152294, -1.588331], [-0.390401, -1.595904, -0.221662], [0.315022, 1.352694, 0.522324]], "forces_ev_per_a": [[-0.24, 1.38, -1.23], [-0.37, 0.83, -0.33], [-0.19, -2.41, 0.74], [0.66, -1.22, 2.92], [0.23, 1.01, -0.80], [-0.10, 0.41, -1.30]]}

=====

No. 8
{"formula": "C4H12O3", "method": "ωB97M-V with the def2-TZVPD basis set", "e_above_lowest_ev": 3.491, "total_charge": -1, "homo_energy_ev": [-3.605, -3.567], "e_tot_ev": -10481.010, "lumo_ev": [3.3870, 1.1759], "multiplicity": 2, "orbital_gap_ha": [0.257, 0.174], "species": ["C", "O", "C", "C", "C", "O", "H", "H", "H", "H", "H", "H", "H", "H", "H", "H", "H", "H", "O"], "coordinates": [[-0.409187, 1.625807, -0.271191], [-2.313267, -0.127494, -0.954619], [0.577038, 0.598962, 0.524490], [0.236397, -0.889655, 0.124731], [-0.982256, -1.453245, 1.043054], [1.516394, -1.518353, 0.397479], [0.080058, 2.267324, -0.972634], [-1.394671, 1.319955, -0.689176], [-2.798614, 0.425530, -1.598621], [-0.705380, 2.315084, 0.588430], [0.594077, 0.695105, 1.629480], [0.016301, -0.847109, -0.971646], [-1.134884, -2.522244, 1.056307], [-1.892075, -0.948132, 0.561162], [-0.936592, -1.135563, 2.105519], [2.115483, -0.966887, -0.318902], [3.372313, 0.353676, -1.112921], [1.609614, 0.780223, 0.143914], [2.449242, 0.027023, -1.284850]], "forces_ev_per_a": [[0.61, 0.73, 3.99], [-0.91, 0.63, -1.17], [-1.68, 0.36, -1.63], [1.56, 0.46, 2.21], [-0.09, 1.97, -1.49], [-1.28, -0.42, -0.78], [0.54, -0.06, -0.75], [0.47, -0.54, 0.18], [0.07, -0.15, 0.02], [-0.15, -0.38, -1.14], [-0.62, 0.17, -0.51], [-0.06, -0.55, 0.87], [0.28, -0.45, -0.38], [1.34, -1.25, 1.53], [0.40, 0.04, -0.61], [-0.36, -0.23, 0.27], [-1.26, -0.55, -0.36], [-1.09, -0.10, 0.14], [2.23, 0.32, -0.38]]}

=====

No. 9
{"formula": "C3H8O", "method": "ωB97M-V with the def2-TZVPD basis set", "e_above_lowest_ev": 0.693, "homo_energy_ev": -9.818, "e_tot_ev": -5287.457, "lumo_ev": 1.1937, "orbital_gap_ha": 0.405, "species": ["C", "C", "O", "C", "H", "H", "H", "H", "H", "H", "H", "H"], "coordinates": [[-1.785861, 0.064345, -0.007521], [-0.332184, -0.341540, 0.192208], [0.483633, 0.756330, -0.120312], [1.806431, 0.308683, -0.164518], [-1.906239, 0.580694, -0.965458], [-2.438636, -0.810757, 0.013128], [-2.132585, 0.753185, 0.773342], [0.041616, -1.188287, -0.441665], [-0.147137, -0.663047, 1.232295], [1.808868, -0.661479, -0.710817], [2.400452, 1.091356, -0.645801], [2.201637, 0.110518, 0.845114]], "forces_ev_per_a": [[0.01, -0.11, -0.03], [-0.22, -0.29, 0.05], [-0.04, 0.12, 0.06], [0.35, -0.13, -0.04], [0.05, -0.20, 0.08], [0.03, 0.04, -0.04], [0.25, -0.17, -0.10], [-0.93, 0.34, 0.22], [-0.11, 0.07, -0.09], [0.57, 0.62, -0.01], [0.04, -0.36, 0.00], [-0.01, 0.08, -0.13]]}